[1]
The following is a DFT calculation (ωB97M-V with the def2-TZVPD basis set) of 3 unconnected molecules or ions with the total composition C5H17N3.

Computed properties:
Energy relative to the best compared isomer or geometry (same formula, charge and spin) ... 0.140 eV
Molar mass ... 119.21 g mol⁻¹
SMILES ... [H]/N=C(/C)N.CNC.C
Net charge ... 0

Each line ends with the natural charge from an NBO analysis.
Geometry (Å):
H (-1.267, -2.133, 0.736)  0.33
N (-0.549, -1.520, 1.116)  -0.76
C (-1.000, -0.472, 1.680)  0.48
C (-0.045, 0.456, 2.368)  -0.67
N (-2.320, -0.143, 1.801)  -0.82
H (-0.098, 0.292, 3.443)  0.23
H (0.965, 0.250, 2.031)  0.24
H (-0.291, 1.493, 2.156)  0.22
H (-2.996, -0.650, 1.252)  0.39
H (-2.573, 0.796, 2.054)  0.39
C (0.880, -1.172, -2.229)  -0.41
N (1.094, -0.431, -1.002)  -0.67
C (2.484, -0.069, -0.813)  -0.41
H (-0.170, -1.454, -2.291)  0.19
H (1.492, -2.084, -2.305)  0.16
H (1.120, -0.529, -3.079)  0.18
H (0.726, -0.988, -0.191)  0.41
H (2.596, 0.449, 0.138)  0.19
H (3.170, -0.930, -0.819)  0.16
H (2.788, 0.605, -1.617)  0.18
C (-1.200, 1.645, -0.869)  -0.90
H (-1.199, 2.326, -0.026)  0.19
H (-1.093, 2.241, -1.769)  0.21
H (-2.160, 1.140, -0.912)  0.20
H (-0.355, 0.882, -0.854)  0.27

***

[2]
The following is a DFT calculation (ωB97M-V with the def2-TZVPD basis set) of a molecular structure, C16H44ClN4O4Ti.

Computed properties:
Energy relative to the best compared isomer or geometry (same formula, charge and spin) ... 5.419 eV
Molar mass ... 439.87 g mol⁻¹
Spin multiplicity ... 4
Net charge ... 0

Each line ends with the natural charge from an NBO analysis.
Geometry (Å):
Ti (24.738, -9.244, -7.968)  0.85
Cl (22.332, -6.634, -6.914)  -0.92
C (27.609, -6.845, -11.880)  -0.61
C (27.317, -5.956, -10.607)  -0.06
C (27.621, -4.460, -10.789)  -0.07
O (27.118, -3.676, -9.749)  -0.56
C (27.080, -2.283, -9.890)  -0.24
N (25.966, -6.181, -10.272)  -0.82
H (27.300, -7.877, -11.715)  0.22
H (28.673, -6.887, -12.110)  0.21
H (27.035, -6.420, -12.704)  0.20
H (27.992, -6.290, -9.819)  0.17
H (26.998, -4.178, -11.638)  0.14
H (28.648, -4.149, -10.984)  0.17
H (28.092, -1.880, -9.920)  0.17
H (26.538, -1.826, -9.062)  0.20
H (26.439, -2.066, -10.744)  0.17
H (25.504, -5.852, -11.108)  0.34
H (25.675, -5.386, -9.720)  0.37
C (22.316, -9.260, -14.441)  -0.61
C (23.014, -8.286, -13.561)  -0.08
C (22.590, -6.824, -13.732)  -0.07
O (23.480, -5.990, -13.108)  -0.55
C (22.953, -4.691, -12.851)  -0.26
N (22.877, -8.696, -12.177)  -0.81
H (22.293, -8.905, -15.471)  0.21
H (21.282, -9.390, -14.120)  0.20
H (22.759, -10.255, -14.393)  0.22
H (24.076, -8.314, -13.807)  0.19
H (21.552, -6.573, -13.513)  0.17
H (22.658, -6.522, -14.777)  0.16
H (22.127, -4.616, -12.144)  0.19
H (22.618, -4.285, -13.805)  0.16
H (23.757, -3.995, -12.610)  0.19
H (23.368, -7.949, -11.708)  0.36
H (21.910, -8.466, -11.999)  0.34
C (22.939, -14.054, -10.583)  -0.64
C (23.689, -13.520, -9.325)  -0.08
C (25.243, -13.717, -9.527)  -0.06
O (25.646, -15.038, -9.743)  -0.53
C (25.401, -15.918, -8.662)  -0.26
N (23.283, -12.145, -9.170)  -0.85
H (23.121, -13.454, -11.475)  0.21
H (21.856, -14.020, -10.466)  0.21
H (23.336, -15.026, -10.874)  0.22
H (23.490, -13.963, -8.350)  0.20
H (25.779, -13.323, -8.664)  0.16
H (25.610, -13.084, -10.335)  0.19
H (24.335, -16.066, -8.491)  0.16
H (25.800, -15.496, -7.740)  0.17
H (25.730, -16.943, -8.837)  0.20
H (22.288, -12.056, -9.017)  0.37
H (23.361, -11.685, -10.066)  0.36
C (29.070, -9.422, -4.659)  -0.63
C (27.808, -9.978, -5.302)  -0.07
C (26.528, -9.918, -4.413)  -0.06
O (25.574, -10.756, -5.072)  -0.56
C (24.244, -10.668, -4.559)  -0.27
N (27.648, -9.293, -6.557)  -0.84
H (29.926, -9.500, -5.328)  0.21
H (29.383, -9.896, -3.728)  0.22
H (29.044, -8.348, -4.474)  0.20
H (28.028, -11.031, -5.478)  0.20
H (26.102, -8.914, -4.432)  0.17
H (26.695, -10.147, -3.361)  0.18
H (24.292, -10.828, -3.482)  0.17
H (23.492, -11.393, -4.870)  0.20
H (23.795, -9.691, -4.737)  0.19
H (28.518, -9.423, -7.054)  0.36
H (27.730, -8.313, -6.329)  0.35

***

[3]
The following is a DFT calculation (ωB97M-V with the def2-TZVPD basis set) of a molecular structure, CHAgLiO3.

Computed properties:
Energy relative to the best compared isomer or geometry (same formula, charge and spin) ... 1.986 eV
Molar mass ... 175.82 g mol⁻¹
Net charge ... +1

Each line ends with the natural charge from an NBO analysis.
Geometry (Å):
O (3.721, -0.325, 0.582)  -0.60
C (2.589, 0.106, 0.655)  0.37
H (2.100, -0.011, -0.561)  0.43
O (1.430, -1.789, -0.684)  -0.66
O (1.322, -0.882, 0.115)  -0.28
Li (1.363, -3.259, 0.459)  0.96
Ag (3.709, -2.314, -0.859)  0.79

***

[4]
The following is a DFT calculation (ωB97M-V with the def2-TZVPD basis set) of a molecular structure, C41H60ClCrN5OS5SbSi3.

Computed properties:
Energy relative to the best compared isomer or geometry (same formula, charge and spin) ... 0.437 eV
Molar mass ... 1092.77 g mol⁻¹
Spin multiplicity ... 5
Net charge ... -1

Each line ends with the Mulliken spin population.
Geometry (Å):
Cr (1.138, 0.464, -2.173)  4.03
S (-3.893, 3.538, -6.560)  0.00
C (-2.668, 2.861, -5.665)  0.00
S (-2.394, 1.169, -5.535)  0.00
C (-1.040, 1.202, -4.427)  0.02
C (-0.644, 2.433, -4.037)  0.00
S (0.744, 2.793, -3.049)  -0.01
S (-1.570, 3.762, -4.700)  0.00
S (-0.279, -0.312, -3.996)  -0.03
C (2.922, -2.722, 1.440)  0.01
Sb (1.777, -1.072, 0.643)  0.03
C (1.640, -1.552, -1.435)  -0.03
C (2.835, -2.128, -2.121)  0.02
C (3.383, -1.523, -3.266)  0.05
C (4.421, -2.122, -3.947)  0.03
C (4.916, -3.337, -3.492)  0.00
C (4.316, -3.885, -2.373)  0.00
N (3.317, -3.316, -1.705)  0.00
Si (0.310, -2.876, -1.589)  -0.02
C (0.357, -3.589, -3.330)  0.01
C (0.445, -4.380, -0.444)  0.00
C (-1.410, -2.241, -1.198)  0.03
C (3.330, 0.549, 0.985)  -0.02
C (3.334, 1.614, -0.070)  0.05
C (3.807, 2.899, 0.220)  0.00
C (4.173, 3.764, -0.791)  0.00
C (4.088, 3.335, -2.103)  0.00
C (3.477, 2.119, -2.330)  0.04
N (3.031, 1.307, -1.356)  -0.09
Si (5.166, -0.035, 0.969)  0.00
C (5.620, -0.994, -0.562)  0.00
C (5.693, -1.016, 2.490)  0.00
C (6.373, 1.417, 0.922)  0.00
Si (2.886, 1.186, 2.737)  0.00
C (4.238, 2.153, 3.650)  0.00
C (1.411, 2.336, 2.712)  0.00
C (2.484, -0.223, 3.916)  0.00
H (2.358, -3.614, 1.192)  0.00
H (3.001, -2.635, 2.521)  0.00
H (3.905, -2.820, 0.990)  0.00
H (2.950, -0.603, -3.640)  -0.12
H (4.831, -1.654, -4.834)  0.00
H (5.726, -3.850, -3.992)  0.00
H (4.655, -4.843, -1.988)  0.00
H (1.035, -4.444, -3.367)  0.00
H (0.684, -2.857, -4.070)  0.00
H (-0.639, -3.929, -3.625)  0.00
H (1.418, -4.865, -0.515)  0.00
H (-0.321, -5.096, -0.760)  0.00
H (0.242, -4.136, 0.602)  0.00
H (-1.730, -1.527, -1.955)  0.00
H (-1.420, -1.760, -0.217)  0.00
H (-2.101, -3.090, -1.173)  0.00
H (3.957, 3.187, 1.249)  0.00
H (4.560, 4.747, -0.550)  0.00
H (4.401, 3.945, -2.937)  0.00
H (3.284, 1.791, -3.343)  0.01
H (5.139, -1.961, -0.648)  0.00
H (6.703, -1.151, -0.548)  0.00
H (5.379, -0.425, -1.461)  0.00
H (5.097, -1.898, 2.689)  0.00
H (5.723, -0.409, 3.393)  0.00
H (6.717, -1.350, 2.292)  0.00
H (6.370, 1.910, -0.050)  0.00
H (7.369, 0.989, 1.070)  0.00
H (6.221, 2.174, 1.687)  0.00
H (4.397, 3.157, 3.253)  0.00
H (5.203, 1.659, 3.708)  0.00
H (3.872, 2.276, 4.674)  0.00
H (1.512, 3.147, 1.988)  0.00
H (1.326, 2.795, 3.701)  0.00
H (0.476, 1.814, 2.504)  0.00
H (3.327, -0.892, 4.080)  0.00
H (1.625, -0.812, 3.598)  0.00
H (2.231, 0.231, 4.879)  0.00
C (-4.353, 1.618, 4.283)  0.00
C (-5.030, 0.684, 3.270)  0.00
C (-6.310, 1.383, 2.788)  0.00
C (-5.419, -0.592, 4.026)  0.00
C (-4.022, 0.357, 2.103)  0.00
O (-2.715, 0.207, 2.658)  0.00
C (-4.300, -0.949, 1.333)  0.00
C (-5.631, -1.208, 0.605)  0.00
C (-5.794, -0.478, -0.706)  0.00
C (-4.993, -0.823, -1.793)  0.00
C (-5.056, -0.128, -2.989)  0.00
C (-5.956, 0.922, -3.112)  0.00
Cl (-6.003, 1.837, -4.580)  0.00
C (-6.795, 1.257, -2.064)  0.00
C (-6.711, 0.553, -0.871)  0.00
C (-3.896, 1.570, 1.159)  0.00
N (-2.632, 1.621, 0.455)  0.00
C (-2.187, 0.913, -0.593)  0.00
N (-0.932, 1.228, -0.854)  -0.08
C (-0.662, 2.179, 0.077)  0.04
N (-1.647, 2.433, 0.903)  0.00
H (-5.091, 1.939, 5.021)  0.00
H (-3.938, 2.511, 3.816)  0.00
H (-3.538, 1.118, 4.802)  0.00
H (-6.989, 1.505, 3.635)  0.00
H (-6.840, 0.824, 2.025)  0.00
H (-6.106, 2.378, 2.395)  0.00
H (-5.993, -0.327, 4.916)  0.00
H (-4.537, -1.141, 4.364)  0.00
H (-6.031, -1.265, 3.426)  0.00
H (-2.613, -0.695, 2.975)  0.00
H (-4.157, -1.764, 2.050)  0.00
H (-3.487, -1.061, 0.612)  0.00
H (-6.485, -1.010, 1.249)  0.00
H (-5.661, -2.282, 0.397)  0.00
H (-4.281, -1.633, -1.695)  0.00
H (-4.398, -0.373, -3.812)  0.00
H (-7.496, 2.072, -2.180)  0.00
H (-7.365, 0.831, -0.053)  0.00
H (-3.928, 2.493, 1.730)  0.00
H (-4.714, 1.582, 0.439)  0.00
H (-2.803, 0.231, -1.152)  0.02
H (0.277, 2.703, 0.116)  -0.01

***

[5]
The following is a DFT calculation (ωB97M-V with the def2-TZVPD basis set) of 2 unconnected molecules or ions with the total composition C27H51Cl2F2N4O6S5.

Computed properties:
Molar mass ... 796.96 g mol⁻¹
E ... -131715.892 eV
Net charge ... -1

Each line ends with the Löwdin charge.
Geometry (Å):
C (1.139, 1.711, 5.778)  -0.16
C (-0.461, 2.137, 5.791)  -0.24
C (-1.441, 0.971, 5.111)  -0.17
C (-2.560, 1.582, 4.079)  -0.22
N (-2.757, 0.574, 2.970)  -0.20
C (-3.117, 1.213, 1.648)  -0.19
C (-1.774, 1.069, 0.663)  -0.16
C (-1.404, -0.501, 0.385)  -0.20
C (-0.111, -0.766, -0.583)  -0.11
C (1.292, -0.049, -0.068)  -0.23
C (1.384, -0.194, 1.579)  -0.19
C (1.241, -1.728, 2.134)  -0.24
C (2.612, -2.623, 2.086)  -0.55
Cl (2.272, -4.385, 2.681)  0.41
C (1.432, 1.547, -0.558)  -0.61
Cl (1.847, 2.737, 0.834)  0.63
O (0.401, 1.921, -1.537)  -0.17
C (0.121, 3.361, -1.549)  -0.19
C (-0.824, 3.883, -2.783)  -0.29
C (-0.288, 5.256, -3.524)  -0.10
C (-1.112, 2.785, -3.962)  -0.34
C (0.245, 2.234, -4.734)  -0.08
C (-2.128, 1.545, -3.487)  -0.09
N (2.704, 1.694, -1.421)  0.01
C (2.736, 0.343, -2.154)  -0.26
O (2.843, 0.056, -3.451)  0.02
C (2.650, -0.668, -0.825)  -0.55
S (4.329, -0.368, -0.052)  0.80
N (2.549, -2.016, -1.500)  -0.08
C (3.892, -2.574, -1.918)  -0.31
C (3.572, -3.825, -2.981)  -0.10
C (-3.684, -0.557, 3.354)  -0.87
S (-4.045, -1.870, 2.279)  0.60
S (-4.525, -0.703, 5.063)  0.75
C (-3.596, -1.937, 6.129)  -0.50
C (-2.722, -3.048, 5.299)  -0.30
C (-3.632, -4.376, 4.868)  -0.15
H (1.742, 2.241, 6.654)  0.08
H (1.644, 2.073, 4.760)  0.08
H (1.308, 0.546, 5.820)  0.07
H (-0.556, 3.183, 5.250)  0.10
H (-0.778, 2.289, 6.921)  0.10
H (-0.730, 0.260, 4.472)  0.11
H (-1.930, 0.350, 5.983)  0.09
H (-3.543, 1.971, 4.581)  0.12
H (-2.057, 2.538, 3.570)  0.13
H (-4.070, 0.779, 1.126)  0.12
H (-3.324, 2.376, 1.796)  0.13
H (-0.926, 1.708, 1.153)  0.09
H (-2.055, 1.628, -0.354)  0.11
H (-1.370, -1.056, 1.424)  0.08
H (-2.345, -0.966, -0.185)  0.12
H (0.104, -1.939, -0.521)  0.12
H (-0.329, -0.572, -1.740)  0.13
H (2.411, 0.223, 2.023)  0.09
H (0.545, 0.442, 2.143)  0.10
H (0.948, -1.635, 3.289)  0.12
H (0.390, -2.364, 1.644)  0.10
H (3.094, -2.746, 1.028)  0.05
H (3.433, -2.187, 2.798)  0.08
H (1.140, 3.962, -1.628)  0.11
H (-0.427, 3.714, -0.548)  0.12
H (-1.887, 4.155, -2.315)  0.14
H (-1.208, 5.979, -3.668)  0.08
H (0.500, 5.828, -2.855)  0.08
H (0.110, 5.017, -4.611)  0.09
H (-1.733, 3.360, -4.805)  0.13
H (-0.028, 2.017, -5.861)  0.08
H (0.544, 1.177, -4.273)  0.08
H (1.151, 2.989, -4.679)  0.09
H (-1.529, 0.548, -3.250)  0.07
H (-2.957, 1.315, -4.302)  0.09
H (-2.696, 1.812, -2.476)  0.06
H (2.748, 2.545, -2.024)  0.13
H (4.327, -0.556, 1.338)  -0.12
H (2.092, -2.743, -0.908)  0.10
H (4.483, -3.083, -1.027)  0.10
H (4.556, -1.817, -2.541)  0.13
H (4.611, -4.397, -3.086)  0.08
H (3.249, -3.448, -4.040)  0.07
H (2.782, -4.585, -2.564)  0.07
H (-4.379, -2.531, 6.781)  0.09
H (-2.855, -1.417, 6.889)  0.07
H (-1.908, -3.470, 6.061)  0.11
H (-2.116, -2.625, 4.388)  0.08
H (-3.935, -4.381, 3.734)  0.04
H (-4.584, -4.506, 5.538)  0.08
H (-2.934, -5.325, 5.024)  0.08
N (1.259, -1.581, -6.577)  -0.30
S (0.180, -1.077, -7.601)  0.51
O (-0.261, -2.013, -8.629)  -0.31
O (0.219, 0.328, -7.989)  -0.32
F (-1.108, -1.072, -6.647)  -0.22
S (2.663, -1.764, -7.261)  0.51
O (3.614, -2.532, -6.459)  -0.33
O (3.249, -0.621, -7.950)  -0.31
F (2.379, -2.781, -8.458)  -0.21

***

> Which value of molar mass does entry 3 give?

175.82 g mol⁻¹

***

> molar mass of number 2 (C16H44ClN4O4Ti)?

439.87 g mol⁻¹

***

> The lowest molar mass belongs to which entry?

C5H17N3

***

> The lowest molar mass belongs to which entry?

C5H17N3